C9H10 | wB97M-V/def2-TZVPD

Last column: Löwdin charge in e.
Geometry (Å):
C 0.297 -0.949 -1.164  -0.11
C -0.558 -1.899 -1.248  0.04
C -0.221 -1.384 1.322  -0.09
C 1.063 0.142 -0.678  -0.19
C -1.616 -0.017 0.314  -0.29
C -1.003 -1.358 0.057  -0.25
C -0.179 0.043 0.813  0.03
C 2.466 -0.088 -0.194  -0.07
C -2.138 0.843 -0.811  -0.04
H -0.795 -1.472 2.237  0.12
H 0.684 -1.981 1.348  0.11
H 0.887 1.114 -1.128  0.12
H -2.283 -0.020 1.173  0.14
H 2.546 -1.028 0.345  0.07
H 2.771 0.713 0.473  0.08
H 3.146 -0.120 -1.044  0.08
H -1.715 0.524 -1.761  0.08
H -1.859 1.881 -0.640  0.08
H -3.223 0.780 -0.871  0.08

2S+1	1
energy above the lowest of the compared OMol25 structures with the same formula, charge and spin	127.60	kcal/mol
net charge	0
molar mass	118.18	g/mol

***

C23H22BF3O4 | wB97M-V/def2-TZVPD

Last column: Löwdin charge in e.
Geometry (Å):
C -2.705 -6.720 -1.094  -0.04
C -1.544 -5.993 -0.633  -0.35
C -0.244 -6.379 -0.331  -0.04
C 0.427 -5.172 0.058  -0.04
C -0.514 -4.158 0.079  -0.09
B -0.404 -2.513 0.241  -1.02
O -1.397 -2.143 1.197  0.11
C -1.384 -0.748 1.081  -0.10
C -0.388 -0.411 -0.141  -0.35
C -0.356 1.005 -0.491  -0.17
C -0.796 -1.099 -1.472  -0.12
O -0.770 -2.469 -1.205  0.04
C 1.029 -0.886 0.433  -0.10
O 0.985 -2.275 0.531  0.10
O -1.687 -4.647 -0.423  0.06
H -2.376 -7.756 -1.124  0.08
H -3.548 -6.608 -0.404  0.08
H -3.027 -6.400 -2.091  0.08
H 0.178 -7.390 -0.376  0.10
H 1.454 -5.021 0.337  0.09
H -2.417 -0.400 0.909  0.15
H -0.985 -0.375 2.047  0.13
H 0.359 1.149 -1.313  0.15
H -1.388 1.260 -0.762  0.15
H 0.002 0.807 1.653  0.13
H -1.823 -0.783 -1.775  0.14
H -0.072 -0.853 -2.286  0.14
H 1.865 -0.591 -0.216  0.13
H 1.188 -0.515 1.461  0.14
F 4.881 2.255 0.289  0.06
C 3.760 2.451 1.057  -0.21
C 3.896 3.135 2.261  0.08
C 2.702 3.393 2.943  -0.22
F 2.787 4.077 4.131  0.05
C 1.461 2.935 2.504  0.04
C 1.373 2.169 1.315  -0.18
C -0.007 1.559 0.865  -0.15
C -0.424 3.217 -0.235  0.00
C -1.735 3.656 -0.252  -0.05
C -2.172 4.383 -1.366  -0.03
C -1.311 4.635 -2.445  0.02
C 0.023 4.236 -2.327  -0.20
F 0.813 4.252 -3.451  0.07
C 0.491 3.529 -1.218  0.03
C 2.554 1.911 0.603  0.01
H 4.847 3.447 2.653  0.13
H 0.564 3.175 3.093  0.14
H -0.888 2.036 1.411  0.18
H -2.383 3.427 0.594  0.13
H -3.215 4.705 -1.412  0.13
H -1.679 5.058 -3.374  0.13
H 1.494 3.106 -1.205  0.13
H 2.505 1.337 -0.323  0.12

2S+1	1
energy above the lowest of the compared OMol25 structures with the same formula, charge and spin	64.83	kcal/mol
net charge	0
molar mass	430.23	g/mol

***

C5H9NOS | wB97M-V/def2-TZVPD

Last column: Löwdin charge in e.
Geometry (Å):
C 0.907 0.095 -1.605  -0.30
C 0.996 -2.326 -0.679  -0.17
C -1.943 1.983 0.361  -0.10
C 1.395 -0.891 -0.709  -0.50
C -0.380 0.782 1.591  -0.60
N 0.507 1.024 -2.152  0.15
O -1.590 0.765 1.021  -0.21
S 0.829 -0.215 1.136  1.01
H 1.245 -2.686 0.298  0.05
H 1.490 -2.826 -1.469  0.06
H -0.197 -2.499 -0.947  0.16
H -2.054 1.913 -0.711  0.07
H -1.078 2.571 0.591  0.04
H -2.848 2.695 0.788  0.14
H 2.563 -0.898 -0.521  0.15
H 0.081 1.805 1.738  0.07
H 0.077 -1.293 1.271  -0.03

2S+1	1
energy above the lowest of the compared OMol25 structures with the same formula, charge and spin	132.49	kcal/mol
net charge	0
molar mass	131.20	g/mol

***

C8H19N6P | wB97M-V/def2-TZVPD

Last column: Löwdin charge in e.
Geometry (Å):
C -1.323 0.305 -0.134  -0.35
C -0.369 -1.884 -0.703  -0.38
C 2.510 1.365 -2.010  -0.08
C 3.623 0.958 -1.129  -0.08
C 1.078 -0.929 2.815  -0.12
C -2.441 2.374 0.344  0.00
C -3.727 0.457 -0.508  0.00
C 1.981 -0.117 1.896  -0.27
N -0.184 0.830 0.236  0.02
N 0.872 -1.504 -0.376  0.07
N 2.266 0.994 -0.635  -0.20
N -1.402 -1.031 -0.585  0.21
N -2.441 0.995 -0.102  -0.12
N -0.600 -3.107 -1.152  0.25
P 1.251 0.122 0.256  0.83
H 2.371 2.415 -2.232  0.13
H 2.182 0.694 -2.794  0.12
H 4.098 -0.002 -1.282  0.12
H 4.278 1.720 -0.724  0.13
H 0.092 -0.473 2.892  0.08
H 0.968 -1.955 2.473  0.07
H 1.509 -0.957 3.813  0.09
H -2.810 3.016 -0.456  0.12
H -3.096 2.479 1.209  0.12
H -1.435 2.679 0.614  0.09
H -4.034 -0.378 0.126  0.11
H -4.474 1.239 -0.396  0.11
H -3.727 0.158 -1.558  0.11
H 2.968 -0.574 1.790  0.11
H 2.123 0.895 2.287  0.11
H 1.599 -2.207 -0.462  0.15
H -2.324 -1.367 -0.843  0.15
H 0.141 -3.787 -1.253  0.15
H -1.523 -3.422 -1.417  0.15

2S+1	1
energy above the lowest of the compared OMol25 structures with the same formula, charge and spin	0.00	kcal/mol
net charge	+2
molar mass	230.26	g/mol

***

C5H12N2O3PS | wB97M-V/def2-TZVPD

Last column: Löwdin spin population.
Geometry (Å):
C 0.265 1.488 -1.356  0.48
C 1.288 1.250 1.304  0.04
C 0.327 2.357 0.825  0.02
C 1.213 -2.834 -0.551  0.00
C -2.687 -0.983 0.432  0.00
N 1.230 0.042 0.616  0.41
N 0.132 1.730 -2.618  0.07
O 0.251 2.443 -0.568  0.12
O 0.107 -1.866 -0.641  0.00
O -1.436 -0.192 0.441  0.02
P -0.054 -0.941 0.648  0.05
S 0.014 -1.890 2.442  0.74
H 2.393 1.621 1.015  0.00
H 1.214 0.935 2.330  0.02
H -0.801 2.009 1.097  0.00
H 0.520 3.439 1.219  0.00
H 1.403 -3.193 0.375  0.00
H 2.238 -2.421 -0.848  0.00
H 0.812 -3.520 -1.192  0.00
H -2.329 -1.921 0.421  0.00
H -3.342 -0.602 -0.499  0.00
H -3.055 -0.637 1.377  0.00
H 0.078 1.012 -3.289  0.01
H 0.220 2.672 -2.981  0.02

2S+1	3
E	-34615.3761	eV
net charge	+1
molar mass	211.20	g/mol

***

C59H51NO2P2Pd | wB97M-V/def2-TZVPD

Last column: Löwdin charge in e.
Geometry (Å):
C 4.012 3.900 8.062  -0.10
C 3.267 2.658 7.701  -0.33
C 3.947 1.557 7.162  -0.07
C 3.243 0.460 6.677  -0.03
C 1.828 0.476 6.679  -0.20
C 1.042 -0.489 6.005  -0.08
N 1.578 -1.618 5.453  -0.42
O 0.822 -2.459 4.851  -0.11
O 2.806 -1.877 5.590  -0.10
C 1.155 1.533 7.370  -0.05
C 1.868 2.615 7.853  -0.08
H 3.365 4.580 8.621  0.06
H 4.905 3.688 8.658  0.06
H 4.334 4.411 7.145  0.07
H 5.039 1.556 7.117  0.10
H 3.744 -0.417 6.289  0.08
H -0.043 -0.416 6.052  0.09
H 0.071 1.455 7.495  0.10
H 1.358 3.445 8.348  0.09
C -0.906 4.276 -4.030  -0.15
C -1.991 3.434 -3.751  -0.13
C -2.082 2.794 -2.514  -0.08
C -1.047 2.929 -1.564  -0.25
C -1.024 2.048 -0.371  -0.29
C 0.144 1.954 0.475  -0.20
C 0.215 1.512 1.798  -0.11
C -0.899 1.114 2.591  -0.23
C -0.706 0.067 3.533  -0.05
C -1.752 -0.424 4.287  -0.12
C -3.030 0.135 4.186  -0.12
C -3.242 1.199 3.294  -0.13
C -2.200 1.685 2.509  -0.07
Pd -0.395 0.132 -1.131  0.32
P 1.357 -0.099 -2.548  0.95
C 2.511 1.289 -2.309  -0.36
C 2.640 2.321 -3.254  -0.10
C 3.457 3.417 -2.978  -0.11
C 4.141 3.499 -1.761  -0.11
C 4.031 2.465 -0.825  -0.09
C 3.230 1.356 -1.103  -0.11
C 2.407 -1.558 -2.296  -0.34
C 3.733 -1.577 -2.765  -0.11
C 4.532 -2.701 -2.550  -0.10
C 4.031 -3.794 -1.833  -0.10
C 2.718 -3.770 -1.351  -0.08
C 1.902 -2.666 -1.598  -0.09
C 0.875 -0.021 -4.300  -0.35
C 1.789 -0.323 -5.325  -0.09
C 1.409 -0.189 -6.662  -0.10
C 0.109 0.218 -6.988  -0.10
C -0.809 0.498 -5.971  -0.09
C -0.427 0.387 -4.635  -0.11
P -1.892 -1.564 -0.999  0.94
C -3.522 -0.842 -1.345  -0.35
C -4.272 -1.207 -2.478  -0.09
C -5.457 -0.529 -2.773  -0.11
C -5.909 0.501 -1.941  -0.12
C -5.190 0.836 -0.786  -0.09
C -4.013 0.150 -0.477  -0.12
C -1.642 -2.971 -2.125  -0.36
C -1.543 -4.298 -1.662  -0.08
C -1.231 -5.327 -2.553  -0.10
C -1.029 -5.047 -3.908  -0.11
C -1.142 -3.735 -4.378  -0.09
C -1.469 -2.709 -3.494  -0.12
C -2.055 -2.272 0.664  -0.36
C -3.314 -2.493 1.252  -0.09
C -3.407 -3.126 2.489  -0.10
C -2.252 -3.569 3.134  -0.10
C -1.000 -3.340 2.558  -0.09
C -0.892 -2.654 1.352  -0.09
C -0.027 3.868 -1.807  -0.07
C 0.043 4.527 -3.033  -0.13
H -0.814 4.752 -5.007  0.08
H -2.760 3.259 -4.507  0.09
H -2.916 2.124 -2.289  0.10
H -2.007 1.837 0.041  0.04
H 1.055 2.346 0.028  0.06
H 1.201 1.334 2.231  0.09
H 0.295 -0.361 3.644  0.10
H -1.574 -1.284 4.942  0.09
H -3.842 -0.255 4.801  0.08
H -4.242 1.635 3.201  0.09
H -2.357 2.550 1.855  0.11
H 2.093 2.265 -4.197  0.10
H 3.551 4.215 -3.716  0.09
H 4.765 4.371 -1.545  0.09
H 4.573 2.520 0.120  0.10
H 3.154 0.542 -0.377  0.12
H 4.141 -0.707 -3.285  0.10
H 5.550 -2.718 -2.940  0.09
H 4.665 -4.664 -1.654  0.09
H 2.327 -4.616 -0.783  0.10
H 0.867 -2.655 -1.244  0.05
H 2.796 -0.656 -5.069  0.09
H 2.130 -0.401 -7.451  0.09
H -0.187 0.320 -8.035  0.09
H -1.827 0.808 -6.217  0.10
H -1.144 0.621 -3.842  0.08
H -3.935 -2.030 -3.109  0.09
H -6.030 -0.807 -3.660  0.09
H -6.828 1.040 -2.187  0.09
H -5.549 1.625 -0.121  0.10
H -3.470 0.391 0.442  0.09
H -1.716 -4.522 -0.609  0.10
H -1.144 -6.350 -2.187  0.09
H -0.786 -5.856 -4.601  0.09
H -0.979 -3.508 -5.433  0.10
H -1.580 -1.690 -3.869  0.08
H -4.223 -2.179 0.738  0.10
H -4.385 -3.265 2.956  0.10
H -2.315 -4.078 4.098  0.10
H -0.100 -3.669 3.068  0.09
H 0.097 -2.413 0.956  0.10
H 0.743 4.039 -1.049  0.10
H 0.860 5.229 -3.215  0.09

2S+1	1
energy above the lowest of the compared OMol25 structures with the same formula, charge and spin	0.00	kcal/mol
net charge	-2
molar mass	974.43	g/mol

***

C34H31N2O2RuS2 | wB97M-V/def2-TZVPD

Last column: Löwdin spin population.
Geometry (Å):
Ru -1.868 -2.625 1.158  2.60
C 6.585 -0.993 1.534  0.00
C 5.142 -1.391 1.443  0.00
C 4.738 -2.455 0.629  0.00
C 3.390 -2.811 0.547  0.01
C 2.428 -2.102 1.274  0.02
C 2.835 -1.072 2.127  0.00
C 4.182 -0.713 2.204  0.00
S 0.666 -2.504 1.158  0.03
O 0.620 -4.006 1.105  0.10
C 0.508 -1.953 -0.598  0.06
C 0.338 -2.960 -1.560  0.09
C 0.112 -2.651 -2.897  0.12
C 0.010 -1.325 -3.315  0.01
C -0.247 -1.047 -4.668  0.20
C -0.377 0.262 -5.123  0.07
C -0.256 1.311 -4.226  0.07
C 0.004 1.047 -2.879  0.20
C 0.159 -0.272 -2.376  0.00
C 0.448 -0.585 -0.996  0.14
C 0.665 0.547 -0.036  0.01
C 1.861 1.342 -0.104  0.01
C 2.948 1.060 -0.969  0.00
C 4.088 1.867 -1.018  0.00
C 4.181 2.983 -0.201  0.00
C 3.140 3.284 0.673  0.00
C 1.992 2.478 0.737  0.00
C 0.978 2.798 1.643  0.00
C -0.160 2.007 1.744  0.00
C -0.332 0.899 0.906  0.01
S -1.747 -0.188 1.158  0.04
O -1.700 -0.521 2.622  0.18
C -3.066 1.031 0.979  0.01
C -3.924 1.291 2.055  0.00
C -5.033 2.123 1.897  0.00
C -5.303 2.710 0.658  0.00
C -6.538 3.539 0.464  0.00
C -4.447 2.448 -0.420  0.00
C -3.335 1.613 -0.263  0.00
H 7.187 -1.492 0.767  0.00
H 6.988 -1.260 2.515  0.00
H 6.690 0.087 1.383  0.00
H 5.469 -3.015 0.050  0.00
H 3.094 -3.644 -0.086  0.00
H 2.106 -0.527 2.723  0.00
H 4.477 0.108 2.855  0.00
H 0.371 -4.010 -1.271  0.00
H -0.007 -3.469 -3.606  0.00
H -0.353 -1.859 -5.386  0.01
H -0.574 0.459 -6.173  0.00
H -0.357 2.338 -4.568  0.00
H 0.089 1.908 -2.218  0.01
H 2.927 0.187 -1.618  0.00
H 4.900 1.614 -1.695  0.00
H 5.064 3.614 -0.236  0.00
H 3.236 4.159 1.314  0.00
H 1.075 3.658 2.304  0.00
H -0.906 2.249 2.498  0.00
H -3.752 0.819 3.021  0.00
H -5.696 2.286 2.744  0.00
H -6.922 3.909 1.421  0.00
H -7.319 2.938 -0.012  0.00
H -6.324 4.411 -0.163  0.00
H -4.657 2.875 -1.399  0.00
H -2.710 1.398 -1.125  0.00
N -4.276 -4.031 1.121  0.02
N -3.991 -2.625 1.158  0.01
H -5.251 -4.249 1.347  0.00
H -3.701 -4.551 1.790  0.00
H -4.350 -2.156 2.022  0.01
H -4.343 -2.142 0.301  0.00
H -1.868 -4.453 1.158  -0.06

2S+1	5
E	-67055.4290	eV
net charge	+3
molar mass	664.84	g/mol

***

C12H16N2 | wB97M-V/def2-TZVPD

Last column: Löwdin charge in e.
Geometry (Å):
C 0.521 3.860 -2.183  0.04
C -0.691 3.778 -1.506  0.02
C 1.344 2.771 -2.451  0.00
C -0.952 2.696 -0.657  0.06
C 1.125 1.678 -1.682  0.07
C -0.062 1.613 -0.763  -0.19
C 1.444 -2.080 -0.022  -0.15
C -0.205 0.423 -0.178  0.11
C 0.356 -2.538 0.989  -0.24
C -1.109 -0.280 0.619  -0.23
C 0.146 -4.073 1.040  0.04
C -0.682 0.316 2.013  0.03
N 1.485 -1.068 -0.697  0.26
N -0.978 -1.821 0.648  0.12
H 0.962 4.725 -2.495  0.11
H -1.295 4.766 -1.423  0.17
H 2.129 2.978 -3.112  0.12
H -1.731 2.517 0.040  0.13
H 1.876 0.907 -1.756  0.10
H 2.192 -2.856 0.007  0.15
H 0.522 -2.053 1.924  0.14
H -2.285 -0.293 0.484  0.22
H 0.968 -4.536 1.290  0.04
H -0.147 -4.349 -0.062  0.16
H -0.604 -4.150 1.806  0.10
H -1.234 1.150 2.247  0.08
H 0.342 0.680 2.114  0.13
H -0.838 -0.378 2.721  0.06
H -1.097 -2.095 -0.313  0.17
H -1.498 -2.292 1.358  0.16

2S+1	1
energy above the lowest of the compared OMol25 structures with the same formula, charge and spin	120.83	kcal/mol
net charge	+2
molar mass	188.27	g/mol

***

C6H13N | wB97M-V/def2-TZVPD

Last column: Löwdin charge in e.
Geometry (Å):
C 0.169 -0.940 -1.660  -0.39
C 0.522 -0.459 -0.146  -0.14
C -0.521 0.574 0.253  -0.26
C -0.816 0.309 1.629  -0.05
C 0.008 0.753 2.682  -0.19
C -0.223 0.472 3.979  0.05
N -0.032 0.141 -2.491  -0.02
H -0.778 -1.471 -1.524  0.10
H 1.019 -1.564 -1.943  0.10
H 0.521 -1.352 0.480  0.11
H 1.516 -0.027 -0.145  0.10
H -1.377 0.551 -0.425  0.11
H -0.050 1.564 0.190  0.13
H -1.625 -0.393 1.847  0.13
H 0.264 0.104 -5.578  0.01
H 0.853 1.400 2.483  0.11
H 0.439 0.830 4.746  0.05
H -1.060 -0.157 4.257  0.06
H 0.368 -0.638 -5.574  0.01
H 0.804 0.303 -3.060  -0.01

2S+1	1
energy above the lowest of the compared OMol25 structures with the same formula, charge and spin	147.10	kcal/mol
net charge	0
molar mass	99.18	g/mol

***

C2H4N6O5 | wB97M-V/def2-TZVPD

Last column: Löwdin charge in e.
Geometry (Å):
C -2.442 -0.191 0.054  -0.15
C -3.292 0.410 -0.750  -0.04
N -1.236 0.413 0.555  -0.12
N 0.381 -0.995 -0.138  0.09
N -0.039 0.195 -0.246  -0.32
N -1.437 1.598 1.178  0.05
N 1.370 -1.328 -0.993  -0.06
N -2.870 -1.518 0.497  -0.38
O 1.973 -2.578 -0.630  -0.03
O -2.299 -2.048 1.407  0.10
O 0.485 1.154 -0.748  0.01
O -3.821 -2.035 -0.062  0.07
O -3.921 1.058 -1.481  0.25
H -0.698 1.754 1.942  0.14
H -1.522 2.443 0.481  0.14
H 1.948 -0.598 -1.316  0.11
H 1.314 -2.744 0.106  0.11

2S+1	1
energy above the lowest of the compared OMol25 structures with the same formula, charge and spin	78.60	kcal/mol
net charge	0
molar mass	192.09	g/mol